# 1
Below is a 9-piece molecular cluster, C58H135N9O10 overall at a distorted geometry, with properties calculated with the ωB97M-V functional and the def2-TZVPD basis.

Structure (XYZ):
```
212
C58H135N9O10 the ωB97M-V functional and the def2-TZVPD basis
C 0.24 -4.99 1.19
C -0.10 -6.24 1.97
C -0.12 -7.44 1.03
O -0.14 -8.67 1.69
C 0.05 -9.77 0.87
N 0.96 -6.46 2.99
H 1.25 -4.60 1.10
H -0.28 -4.11 1.59
H -0.20 -5.12 0.19
H -1.04 -6.17 2.52
H 0.73 -7.43 0.33
H -0.99 -7.22 0.39
H 1.02 -9.77 0.34
H -0.69 -9.79 0.06
H -0.03 -10.71 1.43
H 1.73 -5.84 2.81
H 1.27 -7.42 2.98
C -4.11 -0.94 0.54
C -4.35 -2.41 0.79
C -3.04 -3.20 0.78
O -3.35 -4.60 0.87
C -3.33 -5.26 -0.35
N -5.10 -2.63 2.04
H -5.04 -0.39 0.37
H -3.50 -0.88 -0.37
H -3.59 -0.44 1.36
H -5.05 -2.74 0.01
H -2.47 -3.08 1.71
H -2.51 -2.89 -0.12
H -4.04 -4.83 -1.07
H -3.54 -6.33 -0.34
H -2.32 -5.22 -0.80
H -6.08 -2.43 1.93
H -4.99 -3.60 2.33
C 0.42 4.21 2.11
C 1.04 4.30 0.70
C 0.37 5.45 -0.10
O -1.04 5.32 -0.03
C -1.62 6.17 -1.01
N 2.47 4.61 0.83
H 0.64 3.24 2.56
H -0.67 4.22 2.00
H 0.62 5.08 2.72
H 0.94 3.39 0.11
H 0.69 5.18 -1.11
H 0.77 6.43 0.17
H -1.36 7.23 -0.99
H -2.70 6.17 -0.81
H -1.52 5.73 -2.01
H 2.57 5.50 1.30
H 2.76 3.91 1.51
C -1.58 1.65 0.00
C -0.44 0.69 -0.36
C -0.05 -0.12 0.85
O 0.94 -1.05 0.47
C 1.55 -1.62 1.61
N -1.02 -0.28 -1.36
H -1.77 2.37 -0.80
H -1.26 2.23 0.87
H -2.49 1.14 0.31
H 0.36 1.30 -0.79
H -1.00 -0.55 1.19
H 0.32 0.50 1.67
H 2.31 -2.37 1.41
H 0.82 -2.14 2.24
H 1.99 -0.80 2.18
H -0.57 -1.18 -1.21
H -0.56 0.07 -2.20
C 5.44 5.81 6.01
O 5.38 4.56 5.36
C 4.34 3.79 5.90
C 4.20 2.46 5.19
N 3.98 2.58 3.75
C 4.04 1.27 3.10
C 3.88 1.55 1.60
O 3.98 0.24 0.99
C 3.96 0.28 -0.41
H 4.48 6.34 5.98
H 6.05 6.49 5.41
H 5.83 5.84 7.03
H 3.35 4.26 5.95
H 4.54 3.66 6.98
H 3.62 1.71 5.70
H 5.23 2.06 5.30
H 4.58 3.24 3.29
H 3.23 0.63 3.44
H 4.97 0.71 3.22
H 4.81 2.02 1.25
H 3.01 2.04 1.18
H 4.65 -0.45 -0.86
H 4.37 1.23 -0.78
H 2.99 0.06 -0.85
C 2.10 -4.95 -1.91
C 3.57 -4.77 -1.42
C 3.70 -3.26 -1.21
C 4.95 -2.88 -0.46
C 4.93 -3.52 0.94
C 4.79 -5.08 0.80
N 3.69 -5.44 -0.13
O 3.60 -6.84 -0.20
C 6.14 -5.69 0.39
C 4.55 -5.54 2.23
C 4.53 -5.23 -2.54
H 2.06 -4.69 -2.97
H 1.30 -4.56 -1.29
H 1.96 -6.03 -2.03
H 3.78 -2.74 -2.17
H 2.81 -2.75 -0.84
H 5.07 -1.85 -0.11
H 5.85 -3.18 -1.00
H 4.31 -3.01 1.68
H 5.94 -3.40 1.36
H 6.92 -5.57 1.15
H 6.06 -6.78 0.41
H 6.60 -5.31 -0.52
H 5.35 -5.21 2.90
H 3.63 -5.19 2.70
H 4.44 -6.63 2.30
H 5.39 -4.56 -2.60
H 4.23 -5.19 -3.58
H 4.93 -6.21 -2.28
H 2.71 -7.02 0.11
C -1.54 5.25 -4.94
C -0.25 4.45 -4.60
C -0.26 3.15 -5.43
C 0.07 3.35 -6.92
C 1.40 4.11 -7.03
C 1.48 5.39 -6.19
N 0.97 5.17 -4.85
O 1.31 6.13 -3.88
C 2.96 5.87 -6.17
C 0.67 6.45 -6.96
C -0.33 3.95 -3.13
H -2.34 5.08 -4.21
H -2.06 4.83 -5.81
H -1.37 6.32 -5.04
H 0.55 2.53 -5.03
H -1.20 2.63 -5.29
H -0.82 3.82 -7.33
H 0.20 2.40 -7.43
H 1.69 4.15 -8.08
H 2.15 3.36 -6.71
H 3.52 5.31 -5.42
H 3.44 5.77 -7.14
H 2.96 6.90 -5.84
H -0.37 6.13 -6.96
H 0.68 7.42 -6.47
H 1.05 6.58 -7.97
H -0.83 2.98 -3.02
H -0.71 4.77 -2.52
H 0.66 3.79 -2.70
H 2.18 5.83 -3.59
C -1.59 -2.35 5.47
C -2.01 -0.88 5.41
C -2.84 -0.60 6.65
C -2.93 0.91 6.92
C -1.56 1.60 7.04
C -0.81 1.36 5.73
N -0.77 -0.07 5.47
O 0.19 -0.45 4.53
C -1.39 2.20 4.56
C 0.63 1.79 6.08
C -2.83 -0.70 4.12
H -0.87 -2.49 6.29
H -0.95 -2.78 4.69
H -2.49 -2.93 5.67
H -3.85 -1.01 6.55
H -2.42 -1.00 7.58
H -3.55 1.06 7.81
H -3.49 1.31 6.07
H -1.04 1.25 7.93
H -1.99 2.60 7.15
H -1.05 1.72 3.64
H -2.43 2.52 4.62
H -0.85 3.15 4.50
H 0.69 2.81 6.46
H 0.95 1.14 6.90
H 1.37 1.59 5.30
H -3.59 -1.48 4.02
H -2.25 -0.78 3.20
H -3.36 0.26 4.05
H 0.67 -1.14 5.01
C -4.35 2.51 -5.10
C -4.83 1.83 -3.82
C -6.35 1.55 -3.97
C -6.78 0.20 -4.54
C -5.87 -0.93 -3.99
C -4.36 -0.68 -4.20
N -4.10 0.60 -3.58
O -2.69 0.88 -3.56
C -3.73 -1.84 -3.40
C -4.13 -0.82 -5.71
C -4.58 2.82 -2.68
H -3.26 2.58 -5.23
H -4.75 3.49 -5.38
H -4.59 1.99 -6.04
H -6.78 1.70 -2.98
H -6.80 2.34 -4.57
H -6.88 0.20 -5.63
H -7.81 -0.02 -4.26
H -6.18 -1.88 -4.45
H -6.10 -1.11 -2.94
H -2.77 -1.58 -2.93
H -4.28 -2.22 -2.53
H -3.47 -2.75 -3.95
H -4.41 0.06 -6.27
H -3.07 -1.02 -5.91
H -4.65 -1.69 -6.11
H -5.38 3.52 -2.44
H -3.65 3.37 -2.80
H -4.42 2.28 -1.74
H -2.44 0.54 -2.69
```

Calculated values
net charge: 0
energy relative to the best compared isomer or geometry (same formula, charge and spin): 3.1080 eV
lowest unoccupied orbital energy: 0.5 eV
Kohn-Sham gap: 8.46 eV
largest force on an atom: 3.1 eV/Å

=====

# 2
Below is a single C4H9NO2 molecule at a distorted geometry, with properties calculated with the ωB97M-V functional and the def2-TZVPD basis.

Structure (XYZ):
```
16
C4H9NO2 the ωB97M-V functional and the def2-TZVPD basis
O 1.73 -1.25 0.54
C 0.92 -0.42 0.17
N -0.22 -0.80 -0.49
C -1.26 0.13 -0.92
O -2.43 -0.56 -1.25
C 1.15 1.06 0.35
C 0.48 1.46 1.68
H -0.51 -1.76 -0.38
H -1.54 0.76 -0.08
H -0.92 0.78 -1.74
H -2.37 -1.10 -2.06
H 2.22 1.17 0.45
H 0.77 1.76 -0.39
H 1.05 1.07 2.52
H 0.31 2.52 1.81
H -0.43 0.89 1.92
```

Calculated values
net charge: 0
energy relative to the best compared isomer or geometry (same formula, charge and spin): 1.1461 eV
lowest unoccupied orbital energy: 0.7 eV
Kohn-Sham gap: 10.38 eV
largest force on an atom: 1.3 eV/Å